15
Properties=species:S:1:pos:R:3 method="wB97M-V/def2-TZVPD" multiplicity=1 energy_ha=-1124.46853 gap_ev=8.990 total_charge=0 homo_ev=-8.10
Cl 2.18 0.98 2.13
S -0.40 0.02 -2.25
N -0.32 -0.24 0.77
N -1.55 -0.75 -1.20
C 0.82 0.19 2.88
C -1.38 -0.75 0.04
C -1.20 -0.32 -3.80
C -0.18 -0.33 2.16
H -2.13 0.26 -3.87
H 0.47 0.12 0.23
H 0.86 0.19 4.00
H -2.18 -1.26 0.70
H -1.43 -1.37 -3.96
H -1.02 -0.76 2.68
H -0.49 0.04 -4.55